[1]
A single C5H8O2 molecule. Source: the Open Molecules 2025 dataset; level of theory: the ωB97M-V functional and the def2-TZVPD basis.

Structure (ORCA input):
```
! wB97M-V def2-TZVPD RIJCOSX def2/J DEFGRID3
* xyz 0 1
O 0.849 -1.163 0.913
O -0.008 1.200 -1.179
C 1.497 -1.026 -0.217
C -0.333 -0.715 1.231
C 0.853 1.461 -0.244
C -1.369 -0.147 0.292
C -0.910 0.228 -1.086
H -0.593 -0.960 2.251
H 0.633 1.144 0.778
H 1.564 2.237 -0.485
H -1.592 0.233 -1.927
H -2.202 -0.849 0.157
H -1.802 0.737 0.811
H 0.897 -0.995 -1.129
H 2.516 -1.386 -0.166
*
```

- Highest occupied orbital energy (spin up / spin down): -6.91 / -6.69 eV
- DFT total energy: -345.53801 Ha
- E_LUMO (spin up / spin down): 0.0361 / 0.0276 Ha
- HOMO-LUMO gap (spin up / spin down): 7.891 / 7.445 eV

Atomic partial charges in e from the Löwdin method, atoms 1 to 8: atom 1 (O): -0.10, atom 2 (O): -0.10, atom 3 (C): -0.04, atom 4 (C): -0.17, atom 5 (C): -0.03, atom 6 (C): -0.17, atom 7 (C): -0.18, atom 8 (H): 0.11


[2]
A molecular structure, C38H33AuBrN2O3P2Te at a distorted geometry. Source: the Open Molecules 2025 dataset; level of theory: the ωB97M-V functional and the def2-TZVPD basis.

Structure (ORCA input):
```
! wB97M-V def2-TZVPD RIJCOSX def2/J DEFGRID3
* xyz -1 1
Au -0.676 0.430 -1.673
Te -0.488 -2.592 2.431
Br 3.667 3.252 -7.952
P -1.807 -0.218 0.374
P 0.824 -1.015 -0.260
O 0.457 2.139 -2.477
O -0.115 1.354 -4.505
O -1.590 -1.035 -3.660
N 1.034 0.257 6.165
N 3.538 4.374 -4.001
C -2.813 -1.654 -3.288
C 2.052 0.317 0.113
C 2.824 2.200 1.418
C 1.721 2.836 -4.324
C 3.910 -3.639 0.665
C -4.116 -0.466 2.056
C -0.220 -0.190 6.103
C 0.578 2.035 -3.737
C -3.591 -2.318 0.632
C 3.142 3.396 -6.132
C 1.869 -0.165 5.211
C -2.456 2.528 0.512
C -3.308 -1.023 1.073
C 0.185 -1.468 4.117
C -1.444 1.635 2.492
C -5.412 -2.496 2.185
C 1.444 -3.693 -0.584
C 3.041 0.601 -0.834
C 2.056 2.689 -5.657
C 1.950 1.131 1.234
C 1.499 -1.020 4.182
C -3.445 -2.425 -4.435
C 2.185 -4.860 -0.473
C -2.499 3.787 1.099
C 2.490 3.689 -3.537
C -1.475 2.893 3.080
C -1.928 1.437 1.200
C 3.164 -2.470 0.551
C -0.688 -1.045 5.113
C 3.812 2.464 0.480
C -0.377 -1.013 1.072
C 3.423 -4.835 0.158
C 1.916 -2.485 -0.065
C 3.920 1.657 -0.650
C -5.157 -1.203 2.614
C -2.002 3.973 2.383
C -4.631 -3.052 1.179
C 3.861 4.221 -5.285
H -1.726 -0.345 -4.323
H -3.855 -1.745 -5.186
H -3.514 -0.914 -2.888
H -2.901 4.628 0.548
H -1.075 3.029 4.078
H -2.815 2.389 -0.502
H -6.212 -3.072 2.636
H 4.877 -3.612 1.154
H 3.107 -0.007 -1.731
H -2.015 4.958 2.833
H 4.486 3.301 0.614
H -5.766 -0.761 3.393
H 1.165 0.927 1.955
H -3.931 0.543 2.401
H 2.720 2.832 2.293
H 1.802 -5.787 -0.883
H 2.887 0.206 5.273
H 4.723 4.769 -5.648
H 0.480 -3.703 -1.083
H -4.823 -4.060 0.833
H 2.219 -1.313 3.427
H -0.889 0.164 6.882
H 1.472 2.033 -6.287
H -2.969 -2.757 -0.141
H -1.726 -1.358 5.105
H 2.245 3.804 -2.489
H -1.023 0.791 3.029
H 3.557 -1.540 0.944
H -2.697 -3.059 -4.914
H 4.006 -5.743 0.250
H -2.552 -2.328 -2.472
H -4.258 -3.058 -4.067
H 4.678 1.872 -1.395
*
```

- Highest occupied orbital energy: -4.34 eV
- DFT total energy: -5463.58364 Ha
- E_LUMO: 0.0819 Ha
- HOMO-LUMO gap: 6.570 eV

Atomic partial charges in e from the Löwdin method, atoms 1 to 8: atom 1 (Au): 0.61, atom 2 (Te): 1.23, atom 3 (Br): 0.70, atom 4 (P): 0.79, atom 5 (P): 0.81, atom 6 (O): -0.15, atom 7 (O): -0.01, atom 8 (O): -0.16


[3]
A molecular structure, C22H35F3IN2O4P3 at a distorted geometry. Source: the Open Molecules 2025 dataset; level of theory: the ωB97M-V functional and the def2-TZVPD basis.

Structure (ORCA input):
```
! wB97M-V def2-TZVPD RIJCOSX def2/J DEFGRID3
* xyz 0 1
I -3.164 -4.800 1.542
P -3.492 0.213 0.283
P -0.035 -4.507 1.198
P -0.310 -1.815 -1.369
F -2.573 -4.287 -1.793
F -4.289 -2.712 -0.882
F -2.838 -2.089 -2.637
O -3.736 -1.335 2.793
O 1.222 -1.718 -0.554
O -0.023 -2.885 -2.706
O 2.431 5.614 -1.292
N 1.172 3.284 0.885
N -1.494 -2.594 2.328
C 4.728 2.287 -0.270
C 4.355 4.346 -2.782
C -1.535 -3.374 0.993
C -2.861 -2.872 -1.344
C 2.646 3.585 1.231
C -4.479 2.962 0.878
C 3.427 4.520 -1.422
C 1.006 1.786 0.984
C -1.755 -2.328 -0.236
C 5.654 2.105 -1.636
C 5.476 3.122 -2.919
C -2.879 1.112 -2.520
C -2.101 -0.968 0.637
C 1.418 -3.546 2.079
C -2.632 -1.608 2.100
C -0.859 -0.048 1.233
C 2.900 -4.133 1.696
C -4.008 0.569 -1.467
C -3.646 1.656 1.506
C -0.427 1.231 0.321
C 0.770 -5.018 -0.491
C 3.581 3.483 -0.149
H 1.869 1.296 0.319
H -1.277 0.398 2.259
H 1.331 -2.387 1.964
H -4.854 1.414 -1.439
H 1.271 -6.077 -0.284
H 0.557 -2.387 -3.352
H 2.775 4.625 1.781
H -1.721 -3.191 3.178
H 2.980 2.719 1.981
H -2.641 2.081 1.932
H 3.211 -3.634 0.672
H -2.634 0.343 -3.400
H -5.587 2.570 0.726
H -3.337 2.060 -3.086
H 0.095 -0.653 1.526
H -4.522 3.813 1.687
H -1.881 1.489 -2.041
H 1.245 -3.772 3.238
H 2.976 -5.300 1.707
H -0.167 1.002 -0.797
H 6.462 1.243 -1.758
H 4.161 5.124 -3.655
H -0.027 -5.142 -1.340
H 2.381 5.897 -0.320
H 3.669 -3.712 2.505
H -1.164 2.140 0.329
H 1.643 -4.283 -0.792
H 0.657 3.667 1.734
H 1.553 -0.761 -0.677
H -4.283 1.305 2.436
H 6.107 3.012 -3.911
H -4.585 -0.383 -1.902
H -3.995 3.366 -0.119
H 4.912 1.536 0.612
H 1.169 1.344 2.071
*
```

- Highest occupied orbital energy: -6.94 eV
- DFT total energy: -2890.41813 Ha
- E_LUMO: -0.0107 Ha
- HOMO-LUMO gap: 6.653 eV

Atomic partial charges in e from the Löwdin method, atoms 1 to 8: atom 1 (I): 0.88, atom 2 (P): 0.98, atom 3 (P): 0.84, atom 4 (P): 1.00, atom 5 (F): -0.02, atom 6 (F): -0.04, atom 7 (F): -0.04, atom 8 (O): -0.04